Record 1
{
  "formula": "C7H8Br2O",
  "method": "ωB97M-V/def2-TZVPD",
  "e_tot_ev": -149520.887,
  "e_above_lowest_kcal_mol": 0.00,
  "elements": ["C", "H", "H", "C", "H", "C", "H", "Br", "Br", "H", "H", "O", "H", "H", "C", "C", "C", "C"],
  "xyz": [[1.8336, 0.6718, 3.2438], [3.7343, 0.4922, 2.9836], [0.3878, 1.9186, -0.7305], [0.7033, 2.7961, 3.4466], [-1.5098, 0.2168, 3.6829], [1.8791, 2.0663, 3.2709], [0.6020, -1.0893, 3.3675], [2.4180, 1.9030, -2.1904], [0.0848, 4.0767, -1.9568], [-1.4418, 2.7158, 3.7334], [0.7476, 3.8931, 3.4668], [2.9522, -0.1046, 3.0747], [-0.0550, 1.6268, -2.4377], [2.8399, 2.5849, 3.1540], [-0.5540, 0.7447, 3.5669], [0.6152, 0.0084, 3.3919], [0.5826, 2.2396, -1.7719], [-0.5173, 2.1398, 3.5952]],
  "atomic_forces_ev_per_a": [[-0.131, -0.012, 0.015], [-0.904, -0.754, 0.098], [0.287, 0.374, -0.638], [0.002, 0.104, -0.006], [0.463, 0.260, -0.052], [0.135, 0.085, -0.028], [0.010, 0.551, 0.015], [0.138, -0.046, -0.023], [-0.056, 0.132, -0.005], [0.474, -0.294, -0.069], [-0.023, -0.540, -0.011], [0.715, 0.982, -0.070], [0.536, 0.541, 0.292], [-0.391, -0.214, 0.045], [-0.074, -0.102, 0.000], [-0.080, -0.222, -0.006], [-0.900, -1.007, 0.423], [-0.200, 0.161, 0.020]]
}

=====

Record 2
{
  "formula": "C7H8BrI2NPt",
  "method": "ωB97M-V/def2-TZVPD",
  "e_tot_ev": -98351.129,
  "total_charge": 2,
  "e_above_lowest_kcal_mol": 22.36,
  "elements": ["C", "H", "C", "H", "H", "I", "N", "H", "H", "C", "Br", "I", "H", "H", "C", "Pt", "H", "C", "C", "C"],
  "xyz": [[-2.3559, -3.7929, -0.0106], [-4.2660, -3.9843, 0.9349], [-0.0645, 2.5334, 2.4007], [0.8650, 2.8893, 2.8313], [-0.9257, 3.0965, 2.7425], [0.0648, 2.6793, 0.2496], [-0.9026, -1.9006, -0.0745], [-1.3542, -5.6921, -0.0250], [0.9325, -4.7043, -0.1849], [0.1515, -2.7165, -0.1490], [1.7781, -1.7305, -0.2788], [-0.3304, 0.4689, 2.9201], [-3.7704, -5.4083, 0.0114], [-2.9617, -1.7206, 0.0279], [-1.2315, -4.6167, -0.0519], [-0.2712, 0.0864, 0.0787], [-4.3333, -3.9494, -0.8091], [-2.1314, -2.4149, -0.0104], [0.0504, -4.0815, -0.1325], [-3.7496, -4.3224, 0.0344]],
  "atomic_forces_ev_per_a": [[0.337, 0.231, -0.046], [0.059, -0.069, 0.032], [-0.022, -0.086, -0.040], [0.032, -0.024, -0.045], [-0.027, -0.006, -0.061], [0.221, -0.232, 0.410], [0.750, 0.728, 0.325], [-0.001, -0.005, -0.031], [-0.016, -0.015, -0.006], [0.168, 0.008, -0.018], [-0.192, 0.037, -0.082], [-0.073, 0.248, -0.912], [0.028, -0.010, 0.008], [0.062, 0.067, 0.048], [-0.105, 0.057, 0.005], [-0.643, -0.799, 0.489], [0.065, -0.056, -0.046], [-0.423, -0.204, -0.022], [0.110, 0.056, -0.043], [-0.329, 0.074, 0.035]]
}

=====

Record 3
{
  "formula": "C7H8BrNO",
  "method": "ωB97M-V/def2-TZVPD",
  "e_tot_ev": -80963.334,
  "e_above_lowest_kcal_mol": 111.56,
  "elements": ["C", "C", "H", "H", "C", "H", "H", "N", "H", "H", "C", "C", "C", "C", "Br", "O", "H", "H"],
  "xyz": [[-2.3870, -1.5689, 0.8188], [-2.1776, -0.3530, 1.3937], [2.2640, 1.4765, -1.9229], [-3.2149, -2.1039, 1.0434], [2.7571, 1.3828, -0.9469], [2.1027, 2.0999, -0.2683], [-2.9162, 0.1040, 2.1118], [2.4707, 0.0220, -0.7035], [3.7971, 1.5387, -1.0458], [1.2674, -1.3880, -1.1265], [-1.0403, 0.3589, 1.0988], [-0.2806, -1.5176, -0.3509], [-1.4617, -2.1637, 0.0258], [-0.0898, -0.3055, 0.3404], [3.5408, -0.5938, 0.6629], [0.5425, -1.9982, -1.3096], [-0.9590, 1.2843, 1.5967], [-1.6433, -3.1470, -0.3641]],
  "atomic_forces_ev_per_a": [[1.356, 0.569, 0.219], [-1.566, 1.375, 1.189], [0.317, 0.648, -0.155], [-2.631, -1.528, 0.700], [-3.479, 1.207, -0.443], [1.866, -1.267, -0.889], [0.733, -0.613, -0.980], [-0.028, -1.148, 1.082], [1.081, 0.762, 0.336], [1.264, 0.125, -0.993], [1.012, -1.319, -0.219], [-1.119, 1.031, 1.115], [1.056, -0.536, -1.283], [-0.274, 0.007, -0.927], [0.049, -0.283, 0.246], [-0.282, 0.210, 1.135], [0.740, 1.088, 0.163], [-0.097, -0.328, -0.295]]
}

=====

Record 4
{
  "formula": "C7H8BrNO",
  "method": "ωB97M-V/def2-TZVPD",
  "e_tot_ev": -80965.013,
  "e_above_lowest_kcal_mol": 72.84,
  "elements": ["H", "O", "C", "N", "H", "H", "C", "C", "C", "H", "Br", "C", "H", "C", "H", "H", "H", "C"],
  "xyz": [[1.1036, -2.4675, 0.9364], [0.9866, 1.8210, 1.4936], [-1.0922, -0.2731, -0.6126], [-1.6100, -2.1720, 0.4054], [-3.7287, -1.9341, 0.4216], [3.5602, 2.2208, -0.2447], [0.8032, -1.7932, 0.1562], [-2.4858, -0.3438, -0.4899], [-2.7808, -1.5265, 0.1352], [-0.5332, 0.5352, -1.0411], [2.0552, -0.5581, -0.3670], [1.7074, 1.7230, 0.5700], [-1.5280, -3.0789, 0.8286], [2.5467, 2.6218, -0.2310], [-3.1864, 0.3977, -0.8202], [2.1834, 2.6065, -1.2568], [2.5509, 3.6422, 0.1527], [-0.5522, -1.4209, -0.0364]],
  "atomic_forces_ev_per_a": [[0.114, -0.120, 0.105], [0.063, 0.561, 0.076], [0.167, -0.029, -0.059], [-0.021, -0.239, 0.153], [-0.157, -0.169, 0.046], [0.018, 0.007, 0.014], [-0.424, 0.243, -0.048], [-0.093, -0.081, -0.025], [-0.269, 0.064, 0.016], [0.128, 0.085, -0.045], [0.309, -0.995, -0.443], [-0.290, -0.498, 0.495], [-0.026, 0.053, 0.022], [0.208, 0.695, -0.048], [-0.187, 0.064, -0.023], [-0.045, 0.006, -0.072], [0.019, 0.166, 0.001], [0.486, 0.186, -0.164]]
}

=====

Record 5
{
  "formula": "C7H8BrO2",
  "method": "ωB97M-V/def2-TZVPD",
  "e_tot_ev": -81523.227,
  "total_charge": -1,
  "e_above_lowest_kcal_mol": 118.27,
  "elements": ["O", "Br", "C", "O", "H", "H", "H", "C", "H", "H", "C", "C", "H", "C", "H", "C", "C", "H"],
  "xyz": [[1.0419, 0.7783, 2.1714], [0.3733, -3.3532, 1.7176], [1.0378, -1.9124, -0.6977], [1.0246, -2.7473, -1.6326], [0.8500, 1.5827, -0.1889], [-1.3747, 1.9249, 1.3657], [-2.6340, 1.6241, 0.3948], [0.8396, 0.0731, 1.2276], [0.4889, -0.5465, -2.0567], [-1.3695, 2.5477, -0.2836], [-1.6285, 1.8093, 0.3326], [1.4095, -2.1304, 0.6454], [-1.4161, 0.1783, -0.9964], [-1.0376, 0.4318, -0.0635], [2.0825, -0.0626, -1.3277], [1.1224, -0.4875, -1.1672], [0.5262, 0.5008, -0.1450], [-1.3363, -0.2109, 0.7041]],
  "atomic_forces_ev_per_a": [[-0.395, -0.457, -0.025], [0.192, -0.123, -0.222], [1.947, -1.284, -0.703], [-0.788, -0.084, 0.593], [-0.203, -0.942, -0.589], [0.687, 0.868, 0.580], [-2.926, 0.137, -0.323], [2.347, -2.724, 0.103], [0.427, 0.574, -0.257], [0.994, 3.097, -2.253], [0.938, -4.237, 2.315], [-1.443, 2.871, 1.588], [-0.771, -0.931, -1.687], [1.505, 3.051, 0.020], [1.214, -0.491, -0.745], [-2.006, 1.750, 0.885], [-1.210, 0.519, -0.077], [-0.509, -1.592, 0.796]]
}

=====

Record 6
{
  "formula": "C7H8BrO2S2",
  "method": "ωB97M-V/def2-TZVPD",
  "e_tot_ev": -103198.131,
  "total_charge": -1,
  "e_above_lowest_kcal_mol": 25.93,
  "elements": ["H", "S", "C", "C", "H", "C", "H", "C", "H", "C", "Br", "H", "O", "H", "H", "C", "O", "S", "H", "C"],
  "xyz": [[0.2739, 1.0133, -1.4125], [0.1044, -3.3037, 0.2107], [-0.9888, 0.5771, 0.1854], [-0.8416, -0.9039, 0.0701], [-1.4057, 0.9696, -2.0152], [-0.7613, 1.2824, -1.1885], [2.4840, -0.1949, 1.0779], [-1.2187, -3.0049, -0.8558], [-0.4170, 0.9556, 1.0222], [-1.6408, -1.7690, -0.7752], [3.4162, 1.3043, -0.2789], [-1.4985, -3.9732, -1.3633], [1.4009, 1.7833, 1.9035], [-1.9116, 0.8776, 0.6066], [-2.5058, -1.4118, -1.3677], [0.0440, -1.6556, 0.6671], [2.5096, 3.6939, 1.3808], [1.7791, -1.1675, 1.8040], [-0.9313, 2.3227, -1.1433], [2.1087, 2.6047, 1.4722]],
  "atomic_forces_ev_per_a": [[-0.005, 0.591, -0.498], [0.035, 0.516, -0.029], [-0.253, 0.347, -0.633], [-1.945, 0.887, -0.755], [-0.065, -0.608, 0.324], [0.632, -1.556, 0.831], [-0.853, -0.606, -0.208], [0.906, -4.582, -0.080], [1.244, -0.015, -0.543], [-1.868, 2.673, -1.197], [0.294, -0.079, -0.330], [-0.420, 1.754, 0.237], [-0.219, -0.596, 0.242], [-1.922, -0.225, -0.079], [0.632, -0.077, 0.441], [5.921, -0.261, 3.007], [0.868, 0.848, -0.435], [-2.474, -0.932, -1.232], [0.295, 1.353, 0.357], [-0.802, 0.567, 0.578]]
}